# 1
{"formula": "C4H7O4", "method": "the ωB97M-V functional and the def2-TZVPD basis", "homo_lumo_gap_ha": 0.3120, "multiplicity": 1, "total_energy_ha": -457.6538, "de_lowest_kcal_mol": 10.3, "total_charge": -1, "symbols": ["O", "C", "O", "C", "C", "C", "O", "H", "H", "H", "H", "H", "H", "H", "O"], "xyz": [[-0.9006, 1.2537, -1.6033], [0.1057, 0.7835, -1.0570], [1.3022, 1.1421, -1.1667], [-0.1022, -0.4643, -0.1153], [-1.5411, -0.5371, 0.4290], [-1.8520, -1.8784, 0.9910], [-1.7303, -2.1745, 2.1567], [0.5913, -0.3531, 0.7172], [0.1412, -1.3325, -0.7304], [-1.6908, 0.1906, 1.2169], [-2.2060, -0.2756, -0.4036], [-2.2001, -2.6433, 0.2646], [3.3476, 2.7850, 0.1639], [3.0004, 1.4489, -0.5403], [3.7347, 2.0549, -0.3227]]}

***

# 2
{"formula": "C4H7O4Rh", "method": "the ωB97M-V functional and the def2-TZVPD basis", "homo_lumo_gap_ha": [0.1844, 0.2527], "multiplicity": 6, "total_energy_ha": -567.4172, "de_lowest_kcal_mol": 111.9, "total_charge": 1, "symbols": ["O", "C", "O", "Rh", "O", "C", "H", "H", "H", "C", "C", "O", "H", "H", "H", "H"], "xyz": [[0.4814, 1.7507, 1.0040], [0.3966, 0.6131, 1.6244], [-0.7705, 0.0306, 1.4036], [-1.3686, 1.1058, 3.0449], [0.9500, 0.2973, 2.6846], [0.8682, 1.3157, -0.8038], [1.8401, 0.8319, -0.6344], [0.5230, 1.3615, -1.8469], [1.0095, 2.4040, -0.8802], [-0.2962, -1.4930, -0.2771], [-0.2058, -0.7464, -1.4634], [-1.3306, -2.3414, -0.0103], [0.6275, -1.9251, 0.1194], [-1.1419, -0.2614, -1.7638], [0.5833, -1.0807, -2.1408], [-2.1661, -1.8627, -0.0602]]}

***

# 3
{"formula": "C4H7O4S", "method": "the ωB97M-V functional and the def2-TZVPD basis", "homo_lumo_gap_ha": 0.3011, "multiplicity": 1, "smiles": "C=C[C@H](OC)S(=O)(=O)[O-]", "total_energy_ha": -855.7582, "de_lowest_kcal_mol": 30.8, "total_charge": -1, "symbols": ["C", "C", "C", "C", "O", "O", "O", "O", "S", "H", "H", "H", "H", "H", "H", "H"], "xyz": [[-0.8137, -2.0819, 0.0380], [-0.3687, -0.9393, -0.4859], [-1.4377, 1.7443, 0.0714], [0.3583, 0.1368, 0.1315], [2.5233, 0.1224, -1.3165], [2.4989, -1.2732, 0.6876], [2.7896, 1.1185, 0.8523], [-0.0236, 1.4499, -0.3148], [2.2090, 0.0190, 0.1360], [-1.3847, -2.7229, -0.6525], [-0.6700, -2.4226, 0.9733], [-0.5853, -0.7086, -1.5683], [-1.5053, 2.7017, -0.3110], [-1.5580, 1.5502, 1.1725], [-2.1208, 1.1306, -0.6393], [0.0887, 0.1750, 1.2258]]}

***

# 4
{"formula": "C4H7OP", "method": "the ωB97M-V functional and the def2-TZVPD basis", "homo_lumo_gap_ha": [0.3204, 0.3210], "multiplicity": 3, "total_energy_ha": -572.9789, "de_lowest_kcal_mol": 62.6, "total_charge": 0, "symbols": ["C", "C", "C", "C", "O", "P", "H", "H", "H", "H", "H", "H", "H"], "xyz": [[0.7444, -0.5603, 0.5488], [0.6383, 1.0064, 0.6652], [-0.1647, -1.0393, -0.6354], [-0.6072, 0.0824, -1.4680], [0.2321, -0.9157, -1.9873], [-0.7065, 1.7714, 1.6113], [1.6948, -0.9013, 0.3231], [0.1864, -1.0152, 1.4193], [1.6392, 1.3792, 0.9564], [0.3333, 1.1120, -0.5547], [-0.8968, -1.8714, -0.3657], [-1.5059, 0.3387, -1.9859], [-1.5875, 0.6131, 1.4729]]}

***

# 5
{"formula": "C4H7P", "method": "the ωB97M-V functional and the def2-TZVPD basis", "homo_lumo_gap_ha": [0.2812, 0.2409], "multiplicity": 1, "total_energy_ha": -497.7987, "de_lowest_kcal_mol": 80.3, "total_charge": 0, "symbols": ["C", "C", "C", "C", "P", "H", "H", "H", "H", "H", "H", "H"], "xyz": [[2.6455, 0.2333, -0.0235], [1.2579, 0.2005, -0.1221], [-1.4232, -0.4146, 0.6442], [-2.0441, 0.1992, -0.5201], [0.2192, -1.2209, -0.1589], [3.2828, 1.0287, -0.1928], [2.8955, -0.7400, 0.4603], [0.5777, 1.0614, -0.3443], [-1.0665, 0.2641, 1.4870], [-1.9890, -1.4067, 0.9150], [-2.4904, -0.3929, -1.3354], [-1.8655, 1.1879, -0.8096]]}

***

# 6
{"formula": "C4H7P", "method": "the ωB97M-V functional and the def2-TZVPD basis", "homo_lumo_gap_ha": [0.3042, 0.2954], "multiplicity": 1, "total_energy_ha": -497.7789, "de_lowest_kcal_mol": 92.7, "total_charge": 0, "symbols": ["C", "C", "C", "C", "P", "H", "H", "H", "H", "H", "H", "H"], "xyz": [[-3.3203, -0.3892, 0.3496], [-2.3353, -0.2141, -0.4682], [1.1991, -0.3384, -0.2044], [2.6634, -0.1764, 0.0593], [0.3089, -1.7332, -0.0368], [-4.2371, 0.2070, 0.2915], [-3.3143, -1.1260, 1.1372], [-2.1291, 0.4192, -1.3036], [0.7129, 0.5716, -0.5338], [2.8212, 0.6903, 0.7030], [3.0883, -1.0584, 0.5344], [3.1944, 0.0089, -0.8749]]}

***

# 7
{"formula": "C4H8", "method": "the ωB97M-V functional and the def2-TZVPD basis", "homo_lumo_gap_ha": 0.3757, "multiplicity": 1, "smiles": "C=C(C)C", "total_energy_ha": -157.1603, "de_lowest_kcal_mol": 14.9, "total_charge": 0, "symbols": ["C", "C", "C", "C", "H", "H", "H", "H", "H", "H", "H", "H"], "xyz": [[0.6129, -0.4737, 1.1047], [-0.0195, -0.0932, -0.2152], [-0.0155, -0.9534, -1.2208], [-0.5658, 1.2880, -0.2837], [0.8703, 0.3527, 1.7835], [1.4713, -1.2353, 1.0211], [-0.2694, -0.9916, 1.6609], [-0.4388, -0.8635, -2.1277], [0.3387, -1.9341, -0.8733], [0.2190, 1.9567, -0.7394], [-0.7201, 1.6934, 0.7116], [-1.4829, 1.2541, -0.8216]]}

***

# 8
{"formula": "C4H8", "method": "the ωB97M-V functional and the def2-TZVPD basis", "homo_lumo_gap_ha": 0.3243, "multiplicity": 1, "smiles": "C1=CC1.C", "total_energy_ha": -156.9205, "de_lowest_kcal_mol": 165.3, "total_charge": 0, "symbols": ["C", "C", "C", "C", "H", "H", "H", "H", "H", "H", "H", "H"], "xyz": [[1.9627, -0.0606, 1.8860], [-1.9766, -0.7382, -1.1540], [-2.0230, 0.2381, -2.2199], [-1.0960, 0.4702, -0.8448], [1.9706, 1.0803, 2.0250], [2.8407, -0.5872, 2.1109], [0.9939, -0.1497, 1.8139], [1.9890, -0.0156, 0.7762], [-1.7509, -0.0735, -3.1535], [-0.2554, 0.0958, -0.1404], [-1.5713, -1.7865, -0.7075], [-1.0837, 1.5270, -0.3918]]}